{
  "formula": "C32H28N6NaO2S",
  "method": "ωB97M-V/def2-TZVPD",
  "e_homo_ha": -0.3729,
  "total_energy_ha": -2275.64459,
  "orbital_gap_ev": 7.49,
  "charge": 1,
  "spin_multiplicity": 1,
  "lumo_ev": -2.661,
  "species": ["Na", "C", "O", "C", "N", "C", "C", "C", "C", "C", "C", "C", "C", "C", "C", "C", "C", "N", "C", "N", "C", "C", "O", "C", "C", "C", "C", "C", "C", "H", "H", "H", "H", "H", "H", "H", "H", "H", "H", "H", "H", "H", "H", "H", "H", "H", "H", "H", "C", "N", "C", "C", "N", "C", "S", "C", "C", "C", "C", "C", "N", "H", "H", "H", "H", "H", "H", "H", "H", "H"],
  "positions_angstrom": [[-0.4086, 0.0017, 0.5494], [-0.9564, -4.4724, 2.0249], [-1.1932, -3.5470, 3.1115], [-0.9322, -2.3293, 2.6217], [-0.4958, -2.2281, 1.4326], [-0.3804, -3.5788, 0.8879], [-1.0844, -3.7736, -0.4336], [-0.7593, -4.8945, -1.1931], [-1.3984, -5.1415, -2.3970], [-2.3698, -4.2625, -2.8567], [-2.6986, -3.1469, -2.1037], [-2.0618, -2.9041, -0.8947], [-1.1153, -1.1477, 3.4842], [-1.2624, -1.2017, 4.8643], [-1.3520, -0.0005, 5.5537], [-1.2832, 1.1987, 4.8585], [-1.1337, 1.1395, 3.4782], [-1.0661, -0.0049, 2.8131], [-0.9690, 2.3245, 2.6166], [-0.5254, 2.2394, 1.4290], [-0.4346, 3.5961, 0.8934], [-1.0313, 4.4712, 2.0339], [-1.2566, 3.5342, 3.1128], [-1.1364, 3.7822, -0.4304], [-2.1134, 2.9076, -0.8839], [-2.7484, 3.1373, -2.0961], [-2.4181, 4.2442, -2.8610], [-1.4474, 5.1280, -2.4091], [-0.8106, 4.8945, -1.2013], [-1.9055, -4.9295, 1.7474], [-0.2702, -5.2420, 2.3703], [0.6848, -3.7787, 0.7393], [0.0095, -5.5730, -0.8383], [-1.1354, -6.0169, -2.9763], [-2.8698, -4.4503, -3.7977], [-3.4587, -2.4617, -2.4568], [-2.3385, -2.0383, -0.3058], [-1.2990, -2.1543, 5.3736], [-1.4678, 0.0018, 6.6290], [-1.3376, 2.1538, 5.3613], [0.6269, 3.8175, 0.7499], [-1.9870, 4.9137, 1.7557], [-0.3596, 5.2495, 2.3879], [-2.3899, 2.0477, -0.2860], [-3.5082, 2.4482, -2.4423], [-2.9158, 4.4215, -3.8053], [-1.1834, 5.9966, -2.9982], [-0.0430, 5.5777, -0.8529], [1.1711, 0.0059, -4.9107], [2.1395, 0.0004, -3.8354], [3.5105, -0.0229, -3.9734], [4.0444, -0.0225, -2.7471], [2.9932, 0.0014, -1.8232], [1.7942, 0.0153, -2.5194], [0.2077, 0.0491, -2.0263], [3.1874, 0.0059, -0.4258], [4.4861, 0.0038, 0.0940], [4.6498, 0.0042, 1.4640], [3.5319, 0.0083, 2.2857], [2.2954, 0.0129, 1.6738], [2.1196, 0.0107, 0.3541], [1.7063, -0.0044, -5.8566], [0.5449, 0.8942, -4.8443], [0.5255, -0.8679, -4.8361], [3.9929, -0.0378, -4.9343], [5.0783, -0.0376, -2.4654], [5.3580, 0.0029, -0.5402], [5.6458, 0.0017, 1.8859], [3.6256, 0.0091, 3.3623], [1.3826, 0.0186, 2.2584]],
  "atomic_forces_ev_per_a": [[0.32, 0.01, -0.30], [0.08, -0.04, -0.27], [-0.04, 0.13, 0.32], [0.17, -0.30, -0.43], [-0.17, 0.04, 0.02], [-0.01, -0.21, 0.14], [0.07, -0.05, 0.00], [0.05, 0.05, 0.01], [0.01, -0.01, 0.02], [-0.01, -0.02, -0.03], [-0.06, 0.03, -0.02], [-0.02, -0.03, 0.05], [-0.10, 0.11, 0.29], [-0.04, -0.03, -0.06], [-0.01, 0.02, -0.02], [-0.04, 0.00, -0.07], [-0.10, -0.09, 0.32], [0.03, 0.02, 0.20], [0.16, 0.32, -0.41], [-0.17, -0.09, 0.04], [-0.01, 0.20, 0.13], [0.07, 0.04, -0.27], [-0.04, -0.13, 0.30], [0.06, 0.03, -0.01], [-0.01, 0.04, 0.05], [-0.07, -0.05, -0.01], [0.01, 0.03, -0.02], [0.00, 0.00, 0.00], [0.05, -0.04, 0.02], [-0.02, 0.05, 0.04], [0.01, 0.04, 0.04], [-0.03, -0.05, 0.00], [-0.01, -0.01, -0.03], [-0.01, 0.01, -0.01], [0.00, 0.01, 0.01], [0.01, 0.00, 0.00], [0.01, 0.01, 0.00], [-0.01, 0.00, -0.01], [0.01, 0.00, 0.00], [0.00, 0.00, 0.00], [-0.03, 0.05, 0.00], [-0.02, -0.05, 0.04], [0.00, -0.04, 0.04], [0.00, -0.01, 0.00], [0.01, 0.00, 0.00], [0.00, -0.01, 0.01], [-0.01, -0.01, 0.00], [0.00, 0.00, -0.03], [-0.10, 0.00, -0.10], [0.07, 0.00, 0.28], [0.06, 0.00, -0.03], [0.09, 0.00, -0.01], [-0.15, -0.01, -0.33], [0.19, 0.00, 0.00], [-0.42, 0.02, -0.36], [0.07, 0.00, 0.35], [0.03, 0.00, -0.04], [-0.04, 0.00, -0.04], [0.00, 0.00, 0.05], [0.15, 0.00, 0.08], [0.00, -0.01, -0.09], [0.02, 0.00, 0.01], [0.02, 0.01, 0.00], [0.02, 0.00, 0.00], [-0.03, 0.00, 0.00], [-0.04, 0.00, -0.01], [-0.03, 0.00, 0.02], [0.00, 0.00, -0.01], [-0.04, 0.00, -0.01], [0.06, 0.00, 0.14]]
}